DFT (wB97M-V/def2-TZVPD) results for a molecular structure, C2H6NP.

Last column: Mulliken charge in e.
Geometry (Å):
C  0.5036  1.2468  0.0913  -0.3133
C  -0.2881  -1.3515  -0.5261  -0.9630
N  -0.4356  0.7844  1.0595  -0.4750
P  0.7562  -0.4420  0.7220  0.0815
H  0.1498  1.0154  -1.2528  0.1287
H  1.1405  2.1008  0.2335  0.3488
H  0.1263  -1.2709  -1.5314  0.2837
H  -1.2831  -0.9104  -0.4991  0.3281
H  -0.3513  -2.4085  -0.2608  0.3209
H  -0.3182  1.2359  1.9638  0.2597

Cartesian forces (eV/Å) of the 2 atoms listed first:
-0.7747 -1.6138 -4.7503
0.3454 -0.1355 0.2712

The net charge is 0. The strongest force on any atom is 5.1 eV/Å. The relative energy (zero: lowest compared OMol25 entry of this formula, charge and spin) comes out at 17.2 kcal/mol. The highest occupied orbital energy comes out at -0.3290 Ha. The value obtained for the HOMO-LUMO gap is 10.2 eV. Its total energy is -12947.985 eV.

DFT (wB97M-V/def2-TZVPD) results for a molecular structure, C29H22GeI2NO2Ti.

Last column: Mulliken charge in e.
Geometry (Å):
Ti  0.0733  0.2612  0.3997  -0.2941
I  4.3007  3.0531  -0.1786  0.0378
C  3.9874  1.0083  -0.2693  -0.5280
C  5.0792  0.1418  -0.3789  -0.4940
C  4.8783  -1.2166  -0.4619  -0.1049
I  6.5590  -2.4317  -0.6365  0.0155
C  3.5834  -1.7818  -0.4185  0.6040
C  3.2624  -3.1738  -0.4891  -0.7347
C  1.9278  -3.5645  -0.4105  -0.7028
C  0.9170  -2.6461  -0.2395  -0.4172
N  1.1862  -1.3080  -0.1581  0.2133
C  2.5087  -0.8831  -0.2880  0.3399
C  2.6892  0.5270  -0.2584  0.7975
O  1.5912  1.2908  -0.1753  -0.7088
H  6.0809  0.5471  -0.4028  0.3417
H  4.0503  -3.9030  -0.6093  0.2066
H  1.6603  -4.6118  -0.4781  0.3664
H  -0.1239  -2.9247  -0.1729  0.4455
C  -1.2496  -0.5424  3.1163  -0.8493
O  -0.4887  0.0221  2.0846  -0.6497
H  -0.6003  -1.0894  3.8018  0.2913
H  -1.9990  -1.2268  2.7120  0.2780
H  -1.7690  0.2426  3.6711  0.2458
C  -1.2749  -0.1203  -0.8918  -0.4619
Ge  -1.9773  1.6140  -1.2848  1.7499
C  -0.9267  3.0946  -2.0046  0.0863
C  -0.9805  3.3763  -3.3725  -0.4352
C  -0.2262  4.4028  -3.9297  -0.6431
C  0.6059  5.1701  -3.1253  -0.4566
C  0.6847  4.8986  -1.7659  -0.8871
C  -0.0707  3.8700  -1.2173  -0.0323
C  -3.5541  1.5164  -2.4496  -0.0748
C  -4.2180  2.6480  -2.9326  0.0106
C  -5.3993  2.5305  -3.6566  -0.6946
C  -5.9397  1.2738  -3.9063  -0.3690
C  -5.2943  0.1409  -3.4292  -0.5251
C  -4.1092  0.2628  -2.7074  -0.5093
C  -2.8544  2.3216  0.3628  0.1042
C  -3.6207  1.4137  1.1055  -0.4102
C  -4.3164  1.8124  2.2375  -0.6039
C  -4.2508  3.1352  2.6643  -0.4163
C  -3.4906  4.0482  1.9470  -0.6251
C  -2.8011  3.6417  0.8055  -0.2475
H  -1.6164  2.7846  -4.0207  0.3904
H  -0.2840  4.5959  -4.9943  0.3817
H  1.1997  5.9667  -3.5579  0.3698
H  1.3480  5.4731  -1.1311  0.4423
H  0.0323  3.6767  -0.1559  0.4900
H  -3.8226  3.6387  -2.7329  0.3753
H  -5.9009  3.4190  -4.0225  0.3733
H  -6.8611  1.1801  -4.4685  0.3537
H  -5.7122  -0.8410  -3.6200  0.3787
H  -3.5917  -0.6178  -2.3392  0.3187
H  -3.6632  0.3760  0.7902  0.3650
H  -4.9061  1.0897  2.7894  0.3815
H  -4.7863  3.4486  3.5523  0.3574
H  -3.4297  5.0798  2.2734  0.3880
H  -2.2226  4.3768  0.2546  0.3754

Cartesian forces (eV/Å) of the 2 atoms listed first:
-3.6034 -0.6182 -2.3305
-0.0247 0.1277 0.0176

The net charge is -1. The strongest force on any atom is 4.3 eV/Å. The relative energy (zero: lowest compared OMol25 entry of this formula, charge and spin) comes out at 29.9 kcal/mol. The highest occupied orbital energy (spin up / spin down) comes out at -0.1094 / -0.1094 Ha. The value obtained for the HOMO-LUMO gap (spin up / spin down) is 4.7 / 4.7 eV. Its total energy is -131847.571 eV.

DFT (wB97M-V/def2-TZVPD) results for a gas-phase ion, C33H29O4 (charge -1).

Last column: Mulliken charge in e.
Geometry (Å):
C  2.1136  2.2883  -4.5777  -1.2435
C  0.6186  2.1174  -4.5782  -0.1450
O  0.2495  2.1823  -3.1670  -0.2684
C  -1.0259  1.8107  -2.9357  -0.7492
C  -1.2920  1.6385  -1.4192  2.6963
C  -2.8261  1.9881  -1.3527  -0.3244
O  -3.7232  1.6385  -2.0792  -0.5435
C  -3.0572  3.0457  -0.2655  -0.7852
C  -1.7152  3.1477  0.4426  -0.7175
C  -0.6839  2.8122  -0.6496  -0.3538
O  -1.7946  1.6317  -3.8595  -0.5918
H  2.5144  2.1609  -5.5844  0.4159
H  2.3983  3.2832  -4.2233  0.2911
H  2.5868  1.5456  -3.9264  0.3067
H  0.1093  2.9251  -5.1251  0.2845
H  0.3263  1.1342  -4.9798  0.2618
H  -3.3350  3.9893  -0.7648  0.2905
H  -3.9022  2.7754  0.3841  0.3549
H  -1.5399  4.1257  0.9040  0.5106
H  -1.6859  2.3889  1.2417  0.2666
H  0.3124  2.6059  -0.2633  -0.2564
H  -0.6247  3.6640  -1.3509  0.5636
C  5.6911  1.9883  2.2879  -0.3286
C  4.5780  2.6563  1.7659  -0.7238
C  3.4199  1.9499  1.4443  -0.2814
C  3.3301  0.5522  1.6362  0.3765
C  2.0733  -0.1261  1.3253  -0.3966
C  1.1916  0.3729  0.3789  -1.6733
C  -0.0797  -0.1920  0.1551  -0.6653
C  -0.8320  0.2220  -1.1448  1.2962
C  -1.9675  -0.6911  -1.5666  -0.0046
C  -3.0060  -0.9814  -0.6829  -0.0304
C  -4.0616  -1.7944  -1.1052  -1.2301
C  -4.0888  -2.2642  -2.4199  -0.5994
C  -3.0523  -1.9587  -3.3075  -0.9114
C  -1.9878  -1.1657  -2.8786  -0.2055
C  -0.4436  -1.3293  0.9084  -0.5992
C  0.3568  -1.8889  1.8940  -0.2792
C  -0.1061  -2.9781  2.7603  0.2119
C  -1.4875  -3.1171  3.0383  -0.4387
C  -1.9593  -4.0995  3.9105  -0.7103
C  -1.0765  -4.9910  4.5301  -0.2956
C  0.2938  -4.8738  4.2712  -0.6174
C  0.7615  -3.8860  3.4094  -0.2409
C  1.7237  -1.3683  2.0332  0.5707
O  2.5652  -1.9601  2.7421  -0.9549
C  4.4666  -0.0979  2.1674  -0.4144
C  5.6289  0.6025  2.4827  -0.6226
H  6.5962  2.5421  2.5326  0.3445
H  4.5981  3.7335  1.6045  0.3512
H  2.5422  2.4801  1.0711  0.3106
H  1.5517  1.1349  -0.3198  1.2200
H  -0.0435  0.0320  -1.9083  0.6249
H  -2.9472  -0.5939  0.3376  0.6923
H  -4.8458  -2.0300  -0.3867  0.3918
H  -4.9260  -2.8807  -2.7447  0.3648
H  -3.0653  -2.3204  -4.3356  0.3869
H  -1.1580  -0.9295  -3.5471  0.2997
H  -1.3506  -1.8614  0.6270  0.9842
H  -2.1849  -2.4088  2.5885  0.3610
H  -3.0282  -4.1702  4.1058  0.3390
H  -1.4459  -5.7636  5.2036  0.3473
H  1.0052  -5.5503  4.7450  0.3500
H  1.8329  -3.7921  3.2654  0.3893
H  4.4279  -1.1655  2.3652  0.3907
H  6.4860  0.0640  2.8894  0.3563

Cartesian forces (eV/Å) of the 2 atoms listed first:
0.3999 0.0614 -0.0768
0.1869 0.0439 0.5629

The net charge is -1. The strongest force on any atom is 2.6 eV/Å. The relative energy (zero: lowest compared OMol25 entry of this formula, charge and spin) comes out at 0.0 kcal/mol. The SMILES is CCOC(=O)[C@@]1([C@H](c2ccccc2)c2cc(-c3ccccc3)c([O-])c(-c3ccccc3)c2)CCCC1=O. The highest occupied orbital energy comes out at -0.1270 Ha. The value obtained for the HOMO-LUMO gap is 6.0 eV. Its total energy is -42883.104 eV.